Below is a molecular structure, C19H15ClN7O6RhSe in a non-equilibrium geometry, with properties calculated with ωB97M-V/def2-TZVPD.

Geometry as XYZ:
```
50
Properties=species:S:1:pos:R:3:forces:R:3:lowdin_spin:R:1
Rh 0.8570 -0.8709 -0.6232 -3.9 0.6 0.0 1.526
O -4.1566 -2.8449 -2.7053 1.9 -3.2 0.0 0.001
C -4.2187 -1.6108 -2.4499 -3.9 4.1 -0.3 0.000
O -5.2597 -0.9325 -2.6331 2.8 -1.9 0.4 0.001
C -3.0491 -0.8950 -1.9000 0.6 -0.6 0.0 0.003
C -3.0566 0.4512 -1.5403 -0.4 -0.4 -0.1 0.008
Cl -4.3469 1.5221 -1.5956 0.4 0.2 0.2 0.004
N -1.8406 0.7526 -1.0588 0.7 0.5 0.2 0.000
N -1.0509 -0.3460 -1.1124 1.1 0.4 0.4 0.016
C -1.7563 -1.3537 -1.6026 -0.9 -0.2 -0.1 0.004
C -1.0831 -2.7127 -1.6468 -2.8 0.1 -1.3 0.008
O -1.6916 -3.6884 -2.0734 1.0 0.9 0.7 0.043
O 0.1164 -2.6993 -1.2075 2.4 0.7 0.7 0.147
C -1.3579 1.9934 -0.5066 0.1 0.0 0.1 0.001
C -0.7226 1.9628 0.7276 -0.2 -0.1 0.0 0.002
C -0.2277 3.1452 1.2525 0.1 0.1 0.1 0.001
C -0.3818 4.3394 0.5595 0.0 0.0 0.0 0.000
C -1.0300 4.3543 -0.6684 0.1 0.1 0.0 0.002
C -1.5170 3.1772 -1.2138 0.0 -0.2 -0.2 0.000
H -3.2398 -3.2658 -2.4662 -1.5 0.5 -0.5 0.000
H -0.6391 1.0374 1.2840 0.0 0.0 0.0 0.000
H 0.2536 3.1375 2.2228 0.0 0.0 0.0 0.000
H -0.0087 5.2639 0.9815 0.0 0.0 0.0 0.000
H -1.1553 5.2866 -1.2043 0.0 0.0 0.0 0.000
H -1.9979 3.1789 -2.1846 0.0 0.0 0.1 0.000
C 1.5554 -4.2102 3.2419 0.1 0.1 0.3 0.005
N 0.2923 -3.5590 2.8537 -0.1 0.6 -0.5 0.060
C -0.9504 -3.9649 3.5314 -0.2 0.0 0.2 0.004
C 0.2975 -2.5000 2.0956 0.0 -0.9 0.7 0.029
N 0.3104 -1.5241 1.4547 0.5 0.5 -0.8 0.133
H 1.9727 -3.7601 4.1441 -0.1 0.1 0.0 0.003
H 2.2797 -4.1398 2.4424 0.1 0.0 -0.2 0.001
H 1.3550 -5.2594 3.4416 -0.1 0.0 -0.1 0.001
H -0.9847 -3.5632 4.5453 0.1 0.0 -0.1 0.003
H -0.9866 -5.0500 3.5883 0.1 0.0 -0.1 0.001
H -1.8139 -3.6083 2.9779 0.0 0.0 -0.1 0.000
O 2.6009 -1.6987 -0.4263 1.9 0.9 -0.3 0.816
O 2.7979 -2.7931 -0.0448 0.5 -2.0 0.6 1.079
Se 3.9132 1.7492 2.1054 0.2 -0.2 0.7 -0.002
N 4.2425 2.9107 0.8586 0.0 0.2 -0.2 0.008
C 3.4724 2.6067 -0.1696 -0.5 -0.5 -0.2 0.002
C 3.4047 3.2920 -1.4070 0.1 0.1 0.0 0.005
C 2.5178 2.8369 -2.3342 0.0 0.1 -0.1 0.002
C 1.7155 1.7047 -2.0767 -0.2 -0.1 -0.1 0.013
N 1.7550 1.0114 -0.9574 0.3 -0.6 0.2 0.046
C 2.6204 1.4466 0.0246 0.3 0.3 0.1 0.010
N 2.7115 0.8466 1.1901 -0.3 -0.3 -0.3 0.011
H 4.0417 4.1478 -1.5937 0.0 0.0 0.0 0.000
H 2.4232 3.3321 -3.2910 -0.1 -0.1 0.0 0.000
H 1.0167 1.3637 -2.8299 0.0 0.0 -0.1 0.003
```
Positions in Å, forces in eV/Å.

Its expectation value of S² is 6.02. The orbital gap (alpha / beta) is 6.445 / 4.430 eV. Its LUMO energy (alpha / beta) is -8.2 / -10.2 eV. Its total charge is +2. The total energy is -123516.43231 eV. The spin multiplicity is 5.

Below is 4 unconnected molecules or ions with the total composition C3H12N2O5 in a non-equilibrium geometry, with properties calculated with ωB97M-V/def2-TZVPD.

Geometry as XYZ:
```
22
Properties=species:S:1:pos:R:3:forces:R:3:nbo_charge:R:1
C -1.7413 -2.0343 0.2770 2.6 2.6 1.9 0.530
N -0.4570 -1.4693 0.3893 0.2 -2.4 -3.0 -0.661
C 0.6618 -1.9686 -0.5664 -1.3 -0.5 2.5 -0.331
C 1.2543 -0.6547 -1.0501 1.6 -1.5 1.5 0.661
N 1.8764 0.1057 -0.0912 -0.8 -1.3 1.6 -0.841
O 1.2603 -0.4265 -2.2310 -0.2 1.1 -1.0 -0.620
O -2.5713 -1.6072 1.0361 -1.4 -0.9 -0.2 -0.587
H -1.7961 -2.7971 -0.5039 -0.4 -0.1 -0.1 0.124
H -0.1239 -0.8955 1.1623 -0.8 -0.1 -0.2 0.425
H 0.2759 -2.5576 -1.4799 0.4 1.0 1.7 0.239
H 1.2656 -2.6292 0.1798 -0.2 1.1 -2.0 0.219
H 2.2435 0.9684 -0.3237 0.8 1.9 -1.2 0.391
H 1.7529 0.1084 0.9523 -0.4 -0.7 -1.7 0.433
H 0.4185 0.6497 3.1594 -0.2 -0.4 1.8 0.475
H 0.1505 1.8222 2.1813 0.4 -0.7 -0.3 0.519
O 0.4920 0.8994 2.2666 0.0 0.8 -1.2 -0.991
H -1.3204 2.2072 0.8411 -0.3 0.0 0.1 0.480
H -0.3270 2.7381 -0.1401 -0.3 0.4 1.2 0.503
O -0.6088 2.8556 0.8106 0.3 -0.2 -1.4 -0.967
H -1.2176 1.8511 -2.9727 0.4 -0.1 1.9 0.486
H -0.4396 1.0559 -1.9113 0.7 -0.8 -0.1 0.483
O -1.0486 1.7782 -1.9856 -0.9 0.9 -1.7 -0.970
```
Positions in Å, forces in eV/Å.

The orbital gap is 9.984 eV. Its LUMO energy is 0.5 eV. Its total charge is 0. The total energy is -16523.37488 eV.

Below is 12 unconnected molecules or ions with the total composition C17H58N4O12 in a non-equilibrium geometry, with properties calculated with ωB97M-V/def2-TZVPD.

Geometry as XYZ:
```
91
Properties=species:S:1:pos:R:3:forces:R:3:lowdin_charge:R:1
C -2.5667 4.3393 1.7753 -2.3 0.5 1.4 -0.067
C -3.2447 3.0383 2.1783 -0.6 1.2 -1.9 -0.288
O -2.2417 2.0593 2.1063 -0.2 0.4 -0.5 -0.121
H -1.9647 4.7093 2.5713 0.7 0.2 0.7 0.060
H -3.3237 5.1193 1.6323 0.1 -0.1 -0.2 0.088
H -1.9807 4.2413 0.9253 1.0 -0.3 -1.7 0.053
H -4.1467 2.8413 1.5193 1.2 -0.2 0.4 0.135
H -3.6607 3.1223 3.1493 -0.3 0.0 1.2 0.098
H -2.6487 1.2373 2.3533 0.0 -1.0 0.3 0.009
C 4.0083 1.2503 0.6053 -0.6 -1.5 -2.9 -0.129
C 5.0323 1.3783 1.6163 -1.9 0.5 2.9 -0.307
O 4.7453 2.6153 2.2623 2.7 0.1 -0.7 -0.074
H 3.9853 0.2523 0.1613 0.2 -0.3 -0.1 0.068
H 4.3263 1.8933 -0.2037 -0.5 0.4 -0.4 0.072
H 2.9833 1.4213 0.8793 -0.2 0.5 0.5 0.050
H 5.9623 1.4243 1.1363 1.6 -0.1 -0.1 0.100
H 4.9183 0.5513 2.3493 0.7 0.2 -0.2 0.123
H 3.9483 2.4863 2.7503 -1.5 0.1 0.9 -0.017
C 2.6003 -2.5127 -0.7717 -2.1 4.1 -1.7 -0.073
C 2.1283 -2.1827 0.5633 0.5 1.8 1.7 -0.303
O 0.8553 -2.7757 0.7593 0.0 -0.2 0.1 -0.067
H 1.7523 -2.3117 -1.4497 0.4 -0.1 0.0 0.077
H 2.7663 -3.4787 -0.7467 1.4 -4.9 -0.6 0.028
H 3.3943 -1.9037 -1.1477 0.8 0.2 0.1 0.075
H 2.0933 -1.0847 0.7063 -0.3 -0.4 0.0 0.096
H 2.8983 -2.5477 1.2513 -0.4 -0.1 0.5 0.126
H 0.3843 -2.3527 1.4813 0.0 0.1 0.0 0.092
C -0.6977 -0.2057 -1.6897 1.6 0.3 0.9 -0.064
C -0.5197 0.7233 -0.4477 -1.3 -1.6 -0.6 -0.205
O -0.7837 -0.0717 0.7563 0.9 0.8 -0.5 -0.140
H -0.2957 -1.2197 -1.5127 0.1 0.6 0.0 0.065
H -0.3217 0.2073 -2.6317 0.1 0.0 0.3 0.075
H -1.7327 -0.2867 -1.7917 -1.8 -0.5 -0.4 0.035
H -1.3487 1.4693 -0.6017 1.3 0.0 0.7 0.126
H 0.5033 1.0803 -0.3107 -0.4 0.4 -0.2 0.085
H -1.6917 -0.3867 0.7763 -0.4 -0.2 -0.4 0.026
C 2.5043 1.1993 -2.5537 0.9 -4.2 0.6 -0.074
C 3.8773 1.0113 -3.1987 -0.1 2.1 1.9 -0.305
O 4.4443 -0.2347 -2.8927 -1.9 0.1 1.2 -0.036
H 2.4533 0.8573 -1.4937 0.7 0.7 -0.5 0.066
H 1.8343 0.4763 -2.9817 -0.7 -0.1 -0.7 0.052
H 2.1533 2.1493 -2.6567 -1.0 2.6 -0.3 0.041
H 4.4393 1.8323 -2.7317 0.6 -0.2 0.1 0.104
H 3.8813 1.3233 -4.2267 -0.2 -0.6 -0.9 0.108
H 5.1133 -0.4477 -3.4917 1.6 -0.4 -1.4 0.056
C -4.0777 0.0793 3.7763 -5.0 1.0 -7.4 -0.597
O -5.2027 0.4053 3.0523 5.4 -1.9 3.5 -0.102
N -2.9427 -0.3507 3.1363 0.6 -0.1 0.4 0.132
N -3.9757 0.2183 5.0373 -0.7 1.6 5.2 0.170
H -3.0687 -0.6987 2.1843 0.1 -0.3 0.4 0.062
H -2.0327 -0.4997 3.6333 -1.6 0.0 -0.7 0.151
H -4.7607 0.6463 5.5893 1.3 -0.6 -1.2 0.162
H -3.0387 0.4073 5.3673 -0.2 -0.3 0.5 0.121
C 1.3443 2.1453 2.8273 5.6 0.8 4.8 -0.583
O 2.4313 2.6253 3.5553 -5.2 -2.6 -3.6 -0.100
N 0.3213 2.8633 2.5133 -3.5 5.1 0.3 0.133
N 1.1633 0.8713 2.4993 1.1 -0.6 0.3 0.182
H 0.3393 3.8903 2.8573 0.0 -2.5 -0.6 0.178
H -0.6577 2.4653 2.3603 1.4 0.4 0.1 0.098
H 1.9163 0.3033 2.8133 0.2 -0.8 -0.2 0.107
H 0.4283 0.5933 1.8533 0.1 -0.4 0.2 0.054
C 0.5423 -4.5877 -1.8687 -0.2 -0.7 0.3 -0.165
O 0.6693 -5.1887 -0.5847 -0.7 -0.7 -1.1 -0.088
H 1.5333 -4.4497 -2.2047 1.1 0.2 -1.1 0.062
H 0.1103 -3.6107 -1.7907 -0.5 0.6 0.1 0.035
H -0.0267 -5.1537 -2.6147 0.1 -0.4 0.5 0.082
H 0.7583 -4.4177 -0.0387 0.0 0.5 1.2 0.011
C -1.3877 -3.4107 -4.5987 1.7 2.9 -1.4 -0.093
O -0.8017 -2.3187 -3.8237 -1.7 -0.5 0.1 -0.141
H -1.3667 -4.3377 -4.1227 -0.4 -1.4 1.1 0.041
H -0.7647 -3.4827 -5.4897 -0.1 -0.4 -0.3 0.088
H -2.3407 -3.0337 -4.9387 -0.4 -0.3 0.3 0.087
H 0.1313 -2.4287 -3.7217 0.9 -0.3 -0.1 0.060
C -3.5807 -3.9037 -2.1317 0.2 2.8 -3.1 -0.089
O -2.6777 -2.8717 -1.6797 -1.5 -0.8 0.8 -0.130
H -4.4487 -3.9417 -1.5537 -1.0 -0.1 1.4 0.064
H -3.1147 -4.8287 -2.2757 0.8 -1.5 0.3 0.062
H -3.9427 -3.5837 -3.1817 0.4 -0.5 1.4 0.105
H -1.8757 -2.9847 -2.1687 1.0 0.4 -0.5 0.012
C -4.1047 -0.3477 -0.0307 -0.8 0.6 -1.0 -0.128
O -3.2827 -1.3007 0.5583 0.1 -0.1 0.9 -0.133
H -4.1737 -0.5447 -1.0847 0.0 0.0 -0.7 0.089
H -3.7057 0.6263 0.0873 0.5 1.2 0.2 0.065
H -5.0997 -0.3177 0.3453 -0.7 -0.3 0.7 0.081
H -3.0007 -1.8147 -0.1877 0.8 -1.4 -0.6 0.040
C 2.0093 4.0423 -0.4587 -1.3 -0.8 0.2 -0.172
O 1.7353 4.3923 0.8433 0.0 1.1 1.4 -0.111
H 1.1913 3.4383 -0.8187 -0.5 -0.5 -0.6 0.060
H 2.8773 3.4233 -0.5027 1.0 0.1 -0.5 0.049
H 1.9543 4.9313 -1.0357 0.8 0.7 -0.9 0.077
H 1.1813 3.7393 1.2843 0.2 0.0 -0.5 -0.006
```
Positions in Å, forces in eV/Å.

The orbital gap is 8.955 eV. Its LUMO energy is 0.2 eV. Its total charge is 0. The total energy is -49094.98363 eV.

Below is a molecular structure, C20H46AlIO13S3Si in a non-equilibrium geometry, with properties calculated with ωB97M-V/def2-TZVPD.

Geometry as XYZ:
```
85
Properties=species:S:1:pos:R:3:forces:R:3:lowdin_charge:R:1
C -4.9427 4.4263 0.7330 -0.2 0.1 -0.2 -0.087
C -5.4677 3.0551 0.3157 0.1 0.0 0.0 -0.428
C -5.3929 2.9225 -1.2044 -0.1 0.0 0.0 -0.123
C -4.7886 1.8460 1.0209 -0.2 0.2 0.0 -0.216
C -3.8120 2.1078 2.1681 0.1 -0.2 -0.4 -0.177
C -2.3528 2.5558 1.9576 -0.4 0.6 1.4 -0.716
I -1.7018 2.2118 -0.2309 0.2 -0.3 -0.7 0.755
O -2.1526 3.8638 2.1743 -0.1 0.0 -0.1 -0.230
Al -0.4731 4.1025 2.8513 0.3 -0.1 0.1 0.148
Si 0.8335 5.7168 1.4975 -0.3 -0.4 0.1 0.458
C -0.0249 7.4190 1.4009 0.2 0.1 0.1 -0.260
C 2.5373 6.0504 2.2932 -0.1 0.1 -0.2 -0.266
C 1.1759 5.1091 -0.2671 0.3 0.3 -0.1 -0.273
O -0.0818 2.3823 2.5957 0.0 0.1 0.2 -0.250
C -1.3223 1.7429 2.7780 0.2 -0.2 -0.1 -0.389
C -1.6723 1.6297 4.3342 -0.6 0.3 -0.1 -0.664
O -0.8465 0.9099 4.9382 -0.1 -0.1 0.2 -0.062
O -2.6863 2.2247 4.7845 0.8 -0.5 -0.2 -0.060
H -3.9506 4.6082 0.3238 0.2 -0.1 0.1 0.065
H -4.9013 4.5535 1.8110 0.1 0.0 0.1 0.071
H -5.6081 5.1983 0.3323 0.0 0.0 0.0 0.066
H -6.5330 3.0220 0.5717 0.0 0.0 0.1 0.112
H -4.3552 2.9398 -1.5335 0.1 0.0 0.0 0.013
H -5.8402 1.9843 -1.5418 0.0 -0.1 0.0 0.068
H -5.9208 3.7444 -1.6966 -0.1 0.0 0.0 0.063
H -4.3251 1.2086 0.2682 0.1 0.0 0.0 0.044
H -5.5960 1.2531 1.4625 0.0 -0.1 0.0 0.099
H -4.2118 2.8466 2.8558 0.0 0.0 0.2 0.110
H -3.7464 1.1827 2.7383 0.0 -0.1 0.1 0.113
H -0.3425 4.5434 4.4047 -0.1 0.2 -0.1 -0.054
H -1.1041 7.2977 1.3050 0.0 0.0 -0.1 0.007
H 0.1573 7.9513 2.3386 0.0 0.0 0.1 0.008
H 0.3398 8.0600 0.5924 0.0 0.0 -0.1 0.006
H 2.4178 6.1360 3.3735 0.1 0.0 0.1 0.005
H 2.9949 6.9710 1.9175 0.1 0.0 0.0 0.004
H 3.2089 5.2162 2.0825 0.1 0.0 0.1 0.010
H 1.4550 4.0563 -0.2313 -0.1 -0.1 0.0 0.004
H 1.9942 5.6573 -0.7509 0.0 0.1 0.0 0.005
H 0.2939 5.2048 -0.9007 -0.1 -0.1 0.0 0.004
H -1.2749 0.7047 2.4314 0.0 0.0 -0.2 0.121
O 0.8732 -4.2682 5.6417 -0.1 0.0 0.0 -0.280
S 1.6266 -3.8572 6.7884 0.1 0.0 -0.1 0.535
O 0.9633 -3.7437 8.0532 0.0 0.0 0.0 -0.289
O 2.4554 -2.5734 6.4644 0.0 0.1 0.1 -0.280
C 1.7937 -1.3658 5.9194 -0.1 0.3 -0.3 -0.207
C 0.9988 -0.5919 6.9299 0.0 0.0 0.2 -0.080
C 3.0035 -4.9454 6.9904 0.0 0.0 0.0 -0.139
H 1.1839 -1.6519 5.0640 0.0 -0.1 0.1 0.121
H 2.6368 -0.7878 5.5499 0.0 0.0 0.0 0.121
H 0.1130 -1.1371 7.2521 0.0 0.0 0.0 0.080
H 0.6533 0.3237 6.4415 -0.1 0.0 0.0 0.063
H 1.6002 -0.3583 7.8118 0.0 0.0 0.0 0.077
H 3.5190 -5.0395 6.0390 0.0 0.0 0.0 0.067
H 2.5990 -5.9045 7.3061 0.0 0.0 0.0 0.066
H 3.6580 -4.5382 7.7561 0.0 0.0 0.0 0.066
O 0.3407 0.1998 -3.8980 -0.2 0.0 -0.2 -0.272
S 0.7851 -1.1547 -3.9933 0.1 0.0 0.1 0.550
O -0.1028 -2.2255 -3.6523 0.0 0.0 -0.1 -0.281
O 2.1306 -1.2871 -3.1685 -0.1 -0.2 0.1 -0.271
C 2.0767 -0.7821 -1.7921 0.1 0.3 0.2 -0.232
C 1.3091 -1.6774 -0.8488 0.0 -0.1 -0.1 -0.069
C 1.4335 -1.4697 -5.5978 0.2 0.0 0.0 -0.128
H 1.6605 0.2252 -1.8085 0.0 0.0 -0.1 0.113
H 3.1249 -0.7106 -1.5099 0.0 -0.1 -0.1 0.117
H 0.2503 -1.7034 -1.0965 0.0 0.0 0.0 0.073
H 1.4089 -1.2847 0.1631 0.0 0.0 0.0 0.090
H 1.6958 -2.6974 -0.8821 0.0 0.0 0.0 0.078
H 2.1249 -0.6730 -5.8591 0.0 0.0 0.0 0.071
H 0.5853 -1.4787 -6.2785 0.0 0.0 0.0 0.076
H 1.9226 -2.4391 -5.5962 0.0 0.0 0.0 0.034
O 2.3348 -4.5893 -6.3356 0.0 0.1 -0.1 -0.268
S 2.5928 -5.3642 -7.5105 0.0 -0.1 0.1 0.565
O 1.9066 -5.0446 -8.7247 0.0 0.0 0.0 -0.274
O 2.3801 -6.8935 -7.1544 -0.1 -0.1 -0.2 -0.266
C 1.1223 -7.2494 -6.5151 -0.1 -0.1 0.2 -0.240
C -0.0494 -7.2482 -7.4707 0.1 0.1 -0.1 -0.073
C 4.3205 -5.4366 -7.8232 0.0 0.0 0.0 -0.122
H 0.9598 -6.5783 -5.6716 0.0 0.1 0.0 0.117
H 1.3091 -8.2456 -6.1208 0.1 0.0 0.0 0.120
H -0.2722 -6.2456 -7.8302 0.0 0.0 0.0 0.073
H -0.9283 -7.6319 -6.9523 0.0 0.0 0.0 0.083
H 0.1579 -7.8795 -8.3350 0.0 0.0 0.0 0.083
H 4.8335 -5.6960 -6.9018 0.0 0.0 0.0 0.076
H 4.6116 -4.4442 -8.1600 0.0 0.0 0.0 0.077
H 4.5022 -6.1719 -8.6020 0.0 0.0 0.0 0.073
```
Positions in Å, forces in eV/Å.

The orbital gap is 3.893 eV. Its LUMO energy is 2.4 eV. Its total charge is -2. The total energy is -103187.62972 eV.

> Which formula does entry 2 have?

C3H12N2O5

> Look up the total charge of the third one.

0

> Among the records above, which one has the lowest total charge?

C20H46AlIO13S3Si